# 1
# C5H5FS2

One molecule with the formula C5H5FS2 in a non-equilibrium geometry (ωB97M-V/def2-TZVPD, the OMol25 dataset).

Each line ends with the Löwdin charge.
Element x y z (Å)
1 C -1.049 1.902 -1.041  0.075
2 C 0.133 1.294 -0.903  -0.474
3 F 1.267 1.991 -1.032  0.040
4 C 0.432 -0.145 -0.608  -0.780
5 S 1.260 -0.300 1.026  0.904
6 C -0.195 -0.839 1.846  -0.510
7 C -1.209 -1.268 1.105  -0.498
8 S -0.997 -1.258 -0.642  0.891
9 H -1.109 2.985 -1.274  0.084
10 H -1.976 1.335 -0.979  0.047
11 H 1.140 -0.520 -1.381  0.087
12 H -0.184 -0.802 2.921  0.064
13 H -2.159 -1.652 1.465  0.070

Summary:
* SMILES: C=C(F)C1SC=CS1
* max |F|: 1.5 eV/Å
* spin multiplicity: 1
* energy relative to the best compared isomer or geometry (same formula, charge and spin): 0.323 eV
* gap between HOMO and LUMO: 8.866 eV
* HOMO energy: -8.2 eV

---

# 2
# C24H29As2O12PS4Tc

C24H29As2O12PS4Tc as an isolated structure (ωB97M-V/def2-TZVPD, the OMol25 dataset).

Each line ends with the Löwdin charge.
Element x y z (Å)
1 Tc -0.180 -0.619 -0.213  1.072
2 O 2.289 0.823 2.449  -0.225
3 As 1.225 -0.439 2.969  0.901
4 O 0.610 -0.001 4.418  -0.474
5 O 0.043 -0.788 1.795  -0.649
6 C 2.010 -2.213 3.180  -0.220
7 C 2.029 -2.695 4.479  -0.093
8 C 2.347 -4.026 4.728  -0.094
9 C 2.627 -4.881 3.676  -0.091
10 C 2.609 -4.407 2.369  -0.061
11 C 2.299 -3.082 2.122  -0.244
12 S 2.549 -2.442 0.467  0.484
13 O 3.300 -3.435 -0.265  -0.293
14 O 3.237 -1.192 0.709  -0.333
15 O 1.198 -2.278 -0.137  -0.504
16 H 2.583 0.685 1.530  0.012
17 H 1.773 -2.011 5.279  0.093
18 H 2.366 -4.395 5.747  0.093
19 H 2.875 -5.918 3.869  0.094
20 H 2.859 -5.045 1.532  0.107
21 O 3.123 -0.881 -2.052  -0.284
22 As 2.718 0.791 -1.617  0.941
23 O 4.061 1.503 -1.048  -0.448
24 O 1.395 0.560 -0.528  -0.619
25 C 2.249 1.252 -3.468  -0.225
26 C 2.829 0.450 -4.452  -0.092
27 C 2.508 0.624 -5.789  -0.099
28 C 1.601 1.604 -6.167  -0.098
29 C 1.051 2.431 -5.204  -0.069
30 C 1.383 2.262 -3.866  -0.276
31 S 0.648 3.359 -2.675  0.395
32 O 0.440 4.625 -3.362  -0.359
33 O 1.616 3.398 -1.591  -0.359
34 O -0.591 2.670 -2.343  -0.384
35 H 3.538 -1.350 -1.318  -0.008
36 H 3.517 -0.327 -4.156  0.094
37 H 2.962 -0.016 -6.537  0.091
38 H 1.330 1.725 -7.210  0.091
39 H 0.365 3.227 -5.462  0.106
40 S -0.756 -0.603 -2.495  0.665
41 C -1.987 -1.837 -2.684  -0.681
42 C -2.585 -2.011 -3.935  -0.135
43 C -3.584 -2.951 -4.124  -0.124
44 C -3.997 -3.745 -3.058  -0.127
45 C -3.406 -3.586 -1.815  -0.141
46 C -2.403 -2.635 -1.610  -0.685
47 S -1.701 -2.449 -0.019  0.643
48 H -2.251 -1.387 -4.755  0.096
49 H -4.043 -3.064 -5.099  0.086
50 H -4.779 -4.482 -3.195  0.085
51 H -3.716 -4.199 -0.977  0.091
52 C -1.785 3.702 0.801  -0.124
53 C -2.591 2.650 0.044  -0.383
54 P -2.160 0.900 0.388  0.948
55 C -2.242 0.837 2.221  -0.405
56 C -3.534 1.313 2.879  -0.140
57 C -3.716 0.046 -0.149  -0.406
58 C -5.035 0.816 -0.224  -0.154
59 H -2.277 4.671 0.696  0.071
60 H -0.776 3.785 0.399  0.074
61 H -1.717 3.475 1.867  0.055
62 H -2.496 2.803 -1.027  0.063
63 H -3.642 2.731 0.319  0.051
64 H -1.385 1.403 2.589  0.070
65 H -2.033 -0.194 2.501  0.061
66 H -3.798 2.335 2.599  0.060
67 H -3.413 1.286 3.963  0.071
68 H -4.371 0.662 2.625  0.058
69 H -3.812 -0.816 0.510  0.047
70 H -3.505 -0.357 -1.140  0.048
71 H -5.296 1.318 0.707  0.047
72 H -5.836 0.108 -0.452  0.069
73 H -5.023 1.561 -1.020  0.069

Summary:
* max |F|: 0.7 eV/Å
* net charge: -2
* spin multiplicity: 4
* energy relative to the best compared isomer or geometry (same formula, charge and spin): 0.631 eV
* gap between HOMO and LUMO (spin up / spin down): 6.790 / 7.236 eV
* HOMO energy (spin up / spin down): -2.7 / -3.2 eV

---

# 3
# C28H21Co2N2O7

C28H21Co2N2O7 as an isolated structure in a non-equilibrium geometry (ωB97M-V/def2-TZVPD, the OMol25 dataset).

Each line ends with the Löwdin charge.
Element x y z (Å)
1 H -0.159 0.565 -0.680  0.124
2 C 0.576 0.411 -1.529  -0.169
3 H 0.830 1.431 -1.853  0.108
4 C 1.808 -0.268 -1.054  -0.049
5 C 2.218 -1.470 -1.522  -0.082
6 N 1.523 -2.175 -2.482  -0.053
7 C 1.845 -3.530 -2.753  -0.183
8 C 2.536 -4.294 -1.797  -0.022
9 C 2.776 -5.650 -2.023  -0.044
10 C 2.328 -6.268 -3.201  -0.298
11 C 2.541 -7.736 -3.426  -0.072
12 C 1.644 -5.502 -4.156  -0.045
13 C 1.424 -4.137 -3.951  -0.016
14 C 0.458 -1.538 -3.104  0.021
15 C -0.030 -0.352 -2.663  -0.121
16 C -1.270 0.140 -3.335  -0.482
17 N -1.584 1.478 -3.072  0.159
18 O -1.969 -0.598 -4.009  0.040
19 H 2.421 0.255 -0.326  0.106
20 H 3.134 -1.943 -1.162  0.109
21 H 2.883 -3.852 -0.862  0.101
22 H 3.302 -6.249 -1.274  0.111
23 H 2.791 -7.933 -4.473  0.074
24 H 3.356 -8.116 -2.801  0.072
25 H 1.635 -8.318 -3.204  0.082
26 H 1.276 -5.981 -5.068  0.114
27 H 0.928 -3.560 -4.726  0.102
28 H -0.013 -2.104 -3.913  0.121
29 H -0.830 2.153 -3.143  0.089
30 H -2.441 1.806 -3.510  0.106
31 O -1.993 4.663 -2.821  0.058
32 C -2.074 4.274 -1.733  -0.204
33 Co -2.201 3.563 -0.134  0.067
34 C -3.210 2.157 -0.410  -0.183
35 O -3.908 1.240 -0.550  0.083
36 C -0.598 2.970 0.278  -0.161
37 O 0.419 2.572 0.693  0.068
38 C -2.838 4.068 1.730  -0.265
39 C -2.146 3.269 2.665  -0.307
40 C -2.196 1.985 3.091  -0.096
41 C -1.308 1.397 4.065  -0.226
42 C -1.526 0.059 4.487  -0.059
43 C -0.576 -0.603 5.254  -0.117
44 C 0.607 0.058 5.621  -0.129
45 C 0.772 1.418 5.329  -0.100
46 C -0.197 2.097 4.592  -0.039
47 Co -1.477 4.925 2.497  0.043
48 C -1.287 6.168 1.248  -0.152
49 O -1.114 7.043 0.517  0.109
50 C 0.281 4.633 2.572  -0.154
51 O 1.437 4.570 2.585  0.125
52 C -1.773 5.914 3.997  -0.089
53 O -1.831 6.592 4.932  0.097
54 H -3.893 4.355 1.828  0.072
55 H -3.024 1.366 2.719  0.106
56 H -2.466 -0.415 4.201  0.102
57 H -0.747 -1.637 5.555  0.090
58 H 1.384 -0.488 6.157  0.084
59 H 1.656 1.951 5.673  0.095
60 H -0.112 3.174 4.430  0.076

Summary:
* max |F|: 5.1 eV/Å
* net charge: -1
* spin multiplicity: 1
* energy relative to the best compared isomer or geometry (same formula, charge and spin): 0.137 eV
* gap between HOMO and LUMO: 6.361 eV
* HOMO energy: -4.3 eV

---

# 4
# C3H9NO

A 2-piece molecular cluster, C3H9NO overall in a non-equilibrium geometry (ωB97M-V/def2-TZVPD, the OMol25 dataset).

Each line ends with the Löwdin charge.
Element x y z (Å)
1 C 1.531 -1.028 1.633  -0.092
2 C 0.429 -0.748 2.332  -0.086
3 H 1.542 -1.468 0.645  0.040
4 H 2.490 -0.790 2.080  0.038
5 H -0.529 -1.032 1.935  0.040
6 H 0.608 -0.086 3.169  0.047
7 N -0.209 0.071 -2.236  0.011
8 C -1.082 0.726 -1.313  -0.347
9 O -0.535 0.813 0.007  -0.083
10 H -0.345 -0.931 -2.284  0.070
11 H -0.061 0.484 -3.148  0.068
12 H -2.053 0.217 -1.358  0.114
13 H -1.240 1.772 -1.582  0.110
14 H 0.162 1.457 -0.049  0.070

Summary:
* SMILES: C=C.NCO
* max |F|: 1.7 eV/Å
* spin multiplicity: 1
* energy relative to the best compared isomer or geometry (same formula, charge and spin): 2.171 eV
* gap between HOMO and LUMO: 10.410 eV
* HOMO energy: -9.4 eV

---

# 5
# C45H72BO26PS

A 9-piece molecular cluster, C45H72BO26PS overall in a non-equilibrium geometry (ωB97M-V/def2-TZVPD, the OMol25 dataset).

Each line ends with the Löwdin charge.
Element x y z (Å)
1 C -1.228 -1.149 5.515  0.035
2 C -0.023 -0.548 5.055  -0.091
3 C 1.400 0.215 4.751  -0.184
4 B 2.647 -0.774 4.342  -0.444
5 C 2.579 -2.099 3.372  -0.186
6 C 1.288 -2.164 2.365  -0.208
7 C 1.070 -0.840 1.423  -0.222
8 C 2.212 -0.623 0.259  -0.185
9 C 1.894 0.878 -0.406  -0.213
10 C 1.701 0.828 -2.042  -0.204
11 C 2.639 2.027 -2.673  -0.181
12 C 1.887 3.509 -2.687  -0.172
13 O 2.941 4.511 -2.442  -0.104
14 C 2.710 5.756 -3.191  -0.277
15 C 4.039 6.719 -3.473  -0.015
16 O 1.536 6.209 -3.642  -0.049
17 P 4.392 -0.287 5.059  0.324
18 S 4.335 0.252 6.928  0.099
19 H -2.364 -1.290 5.857  0.049
20 H 1.731 0.777 5.751  0.090
21 H 1.252 1.088 3.953  0.112
22 H 3.630 -2.160 2.808  0.113
23 H 2.544 -3.053 4.081  0.132
24 H 1.494 -3.074 1.621  0.110
25 H 0.266 -2.448 2.911  0.117
26 H 0.042 -1.013 0.841  0.130
27 H 0.941 0.170 2.001  0.089
28 H 1.975 -1.436 -0.583  0.116
29 H 3.317 -0.700 0.651  0.114
30 H 0.851 1.263 0.028  0.107
31 H 2.710 1.685 -0.083  0.117
32 H 1.961 -0.240 -2.482  0.111
33 H 0.561 1.050 -2.302  0.120
34 H 2.930 1.791 -3.792  0.103
35 H 3.631 2.184 -2.037  0.120
36 H 1.369 3.595 -3.741  0.127
37 H 1.141 3.556 -1.782  0.144
38 H 4.437 6.606 -4.573  0.099
39 H 4.856 6.369 -2.688  0.092
40 H 3.731 7.815 -3.181  0.092
41 H 5.226 -1.491 5.001  -0.020
42 H 5.077 0.681 4.192  -0.010
43 C 0.419 5.366 2.999  -0.021
44 C 0.805 4.512 4.190  -0.338
45 C 1.389 5.302 5.321  -0.118
46 O 2.254 4.369 5.940  0.078
47 C 2.634 3.488 4.970  -0.503
48 O 3.542 2.684 5.081  0.053
49 O 1.861 3.629 3.849  0.067
50 H -0.108 4.760 2.255  0.086
51 H -0.232 6.195 3.294  0.087
52 H 1.306 5.770 2.499  0.088
53 H -0.051 3.911 4.522  0.163
54 H 0.626 5.648 6.025  0.149
55 H 1.985 6.162 4.992  0.121
56 C -0.002 -7.940 1.034  -0.017
57 C 1.108 -7.500 1.968  -0.331
58 C 0.612 -6.756 3.169  -0.117
59 O 1.695 -5.901 3.478  0.066
60 C 2.360 -5.677 2.308  -0.506
61 O 3.209 -4.819 2.146  0.111
62 O 1.942 -6.544 1.333  0.090
63 H 0.404 -8.577 0.241  0.086
64 H -0.774 -8.502 1.567  0.075
65 H -0.463 -7.081 0.538  0.095
66 H 1.728 -8.358 2.256  0.161
67 H 0.393 -7.422 4.009  0.138
68 H -0.271 -6.138 2.967  0.134
69 C -0.324 5.594 -5.690  -0.022
70 C -1.380 4.889 -6.518  -0.338
71 C -1.615 5.532 -7.850  -0.114
72 O -2.970 5.220 -8.112  0.046
73 C -3.576 5.068 -6.899  -0.525
74 O -4.781 5.013 -6.729  0.123
75 O -2.650 4.989 -5.894  0.092
76 H -0.108 5.018 -4.784  0.058
77 H 0.608 5.719 -6.250  0.074
78 H -0.675 6.577 -5.358  0.104
79 H -1.133 3.825 -6.625  0.153
80 H -0.966 5.123 -8.629  0.125
81 H -1.508 6.623 -7.834  0.150
82 C -4.850 -8.444 5.393  -0.021
83 C -3.953 -8.549 4.175  -0.331
84 C -2.494 -8.556 4.512  -0.123
85 O -1.904 -7.981 3.363  -0.002
86 C -2.848 -7.167 2.807  -0.498
87 O -2.629 -6.343 1.937  0.133
88 O -4.079 -7.394 3.362  0.095
89 H -5.899 -8.562 5.100  0.088
90 H -4.610 -9.210 6.135  0.048
91 H -4.767 -7.456 5.858  0.099
92 H -4.229 -9.425 3.573  0.165
93 H -2.111 -9.567 4.679  0.131
94 H -2.243 -7.933 5.380  0.150
95 C 1.630 1.428 -7.689  -0.006
96 C 2.168 2.631 -8.437  -0.342
97 C 3.359 3.256 -7.775  -0.112
98 O 3.256 4.612 -8.163  0.071
99 C 1.931 4.855 -8.383  -0.506
100 O 1.442 5.963 -8.516  0.129
101 O 1.220 3.686 -8.430  0.070
102 H 0.842 0.942 -8.274  0.082
103 H 2.417 0.693 -7.493  0.096
104 H 1.175 1.725 -6.739  0.090
105 H 2.382 2.368 -9.480  0.164
106 H 4.302 2.825 -8.123  0.146
107 H 3.327 3.205 -6.680  0.138
108 C -5.354 -12.227 9.938  -0.019
109 C -4.457 -12.333 8.720  -0.347
110 C -2.998 -12.339 9.058  -0.112
111 O -2.408 -11.764 7.909  0.083
112 C -3.352 -10.950 7.353  -0.448
113 O -3.132 -10.127 6.483  0.090
114 O -4.583 -11.177 7.907  0.096
115 H -6.402 -12.346 9.645  0.089
116 H -5.113 -12.994 10.681  0.094
117 H -5.271 -11.239 10.404  0.096
118 H -4.733 -13.208 8.118  0.164
119 H -2.614 -13.350 9.225  0.147
120 H -2.747 -11.717 9.925  0.146
121 C -4.737 1.933 -10.379  -0.016
122 C -4.351 1.079 -9.187  -0.343
123 C -3.767 1.869 -8.057  -0.113
124 O -2.902 0.936 -7.438  0.066
125 C -2.522 0.055 -8.407  -0.506
126 O -1.613 -0.749 -8.296  0.124
127 O -3.295 0.196 -9.529  0.086
128 H -5.264 1.327 -11.123  0.086
129 H -5.388 2.762 -10.084  0.095
130 H -3.850 2.337 -10.878  0.094
131 H -5.207 0.478 -8.856  0.163
132 H -4.530 2.215 -7.353  0.148
133 H -3.171 2.729 -8.386  0.131
134 C 1.780 9.118 0.197  -0.020
135 C 1.269 9.556 1.555  -0.346
136 C 2.264 10.363 2.330  -0.115
137 O 1.927 10.071 3.673  0.075
138 C 1.357 8.831 3.669  -0.483
139 O 1.145 8.163 4.665  0.126
140 O 1.059 8.431 2.394  0.066
141 H 0.976 8.637 -0.371  0.090
142 H 2.153 9.967 -0.384  0.092
143 H 2.578 8.375 0.296  0.093
144 H 0.315 10.089 1.451  0.164
145 H 2.174 11.435 2.134  0.145
146 H 3.303 10.057 2.160  0.145

Summary:
* SMILES: C#CCB(CCCCCCCCOC(C)=O)[PH2]=S.C[C@@H]1COC(=O)O1.C[C@@H]1COC(=O)O1.C[C@@H]1COC(=O)O1.C[C@@H]1COC(=O)O1.C[C@@H]1COC(=O)O1.C[C@@H]1COC(=O)O1.C[C@@H]1COC(=O)O1.C[C@@H]1COC(=O)O1
* max |F|: 9.7 eV/Å
* spin multiplicity: 1
* energy relative to the best compared isomer or geometry (same formula, charge and spin): 9.435 eV
* gap between HOMO and LUMO: 7.732 eV
* HOMO energy: -7.5 eV

---

# 6
# C5H5NS2

One molecule with the formula C5H5NS2 in a non-equilibrium geometry (ωB97M-V/def2-TZVPD, the OMol25 dataset).

Each line ends with the Löwdin charge.
Element x y z (Å)
1 N 3.699 -0.089 0.730  0.138
2 C 2.678 -0.091 0.170  -0.288
3 C 1.478 0.092 -0.747  -0.673
4 S 0.429 1.681 -0.389  0.875
5 C -0.969 0.621 -0.240  -0.679
6 C -2.088 -0.112 0.563  -0.049
7 C -0.692 -0.700 0.464  -0.641
8 S 0.377 -1.475 -0.657  0.901
9 H 1.765 0.189 -1.762  0.039
10 H -1.182 0.421 -1.294  0.067
11 H -2.921 -0.426 0.095  0.057
12 H -2.262 0.372 1.542  0.116
13 H -0.312 -0.483 1.527  0.137

Summary:
* SMILES: N#CC1S[C@@H]2C[C@H]2S1
* max |F|: 4.7 eV/Å
* spin multiplicity: 1
* energy relative to the best compared isomer or geometry (same formula, charge and spin): 3.295 eV
* gap between HOMO and LUMO: 9.459 eV
* HOMO energy: -9.1 eV